# C24H38N2O5Re

A molecular structure, C24H38N2O5Re (ωB97M-V/def2-TZVPD, the Open Molecules 2025 dataset).

XYZ file:
```
70
C24H38N2O5Re (ωB97M-V/def2-TZVPD)
H -1.41593 4.37729 0.75591
H -0.78815 -1.48080 -4.84160
H 0.62218 -2.52921 3.69105
H -2.39992 1.11041 2.13243
H -1.65912 -0.82291 2.88142
H 1.49947 1.05682 3.87616
C -2.38095 1.45254 -2.04032
H 1.80723 -0.98177 -3.31587
H -0.61479 -4.12923 -2.58784
C 1.63170 0.33071 -0.71074
C -4.41830 1.04632 -1.30726
H -3.73336 -0.48101 0.12268
H 0.04582 -2.57434 2.03591
O -2.75835 -3.68218 0.97023
C -0.82604 3.56952 0.32412
H 2.58281 -1.92736 -2.00457
H 1.76126 1.51895 -3.24693
C 1.64396 0.00752 3.64623
H 0.16998 3.96514 0.11995
H 1.77355 -2.34565 2.38819
C -0.84651 -0.39800 3.47474
H 3.55190 -1.10758 -3.22096
C -3.54736 0.25324 -0.63943
H 4.18383 -0.69569 -0.41172
O -0.49467 -2.28126 -4.36895
H 2.13435 -1.36593 0.61657
H -0.15567 2.30207 3.42905
H -0.42950 3.91889 2.81747
H 1.69309 -0.53908 4.58851
C -0.64119 -3.90366 -0.14580
H 0.50716 2.16920 -1.23312
H -1.30335 3.29681 -0.61872
H -2.89609 2.16730 0.81333
H 2.79414 2.38890 -2.09406
H 2.60911 -0.10410 3.14784
C -0.03544 2.93624 2.55696
H 1.04423 -3.56953 -2.76145
H -2.60432 2.83566 2.40544
C 2.72708 0.23397 -1.76366
O 0.16681 -3.06200 -0.96813
C 1.56664 -0.45959 0.46743
H -0.82376 -0.93135 4.42479
N -3.66241 1.79672 -2.17729
C 0.65897 1.35168 -0.55013
H 4.14764 1.07452 -0.32862
C 0.50558 -0.58187 2.78796
H -1.57542 1.87022 -2.61921
C 2.64500 -1.02799 -2.62158
H 4.88673 0.26201 -1.70801
Re -0.53479 -0.50989 -0.49282
C -1.86594 -3.16383 0.38785
H -5.48767 1.13934 -1.24230
C 0.06485 -3.30685 -2.34984
H -0.04081 -4.20634 0.71132
C -0.79741 2.40544 1.32872
C -0.39910 -2.09095 -3.08911
H -0.95830 -4.80455 -0.66901
H -1.07527 0.63921 3.70171
C -2.25335 2.09135 1.68937
N -2.26920 0.51512 -1.11114
O -0.65081 -1.00251 -2.56381
H 3.51178 1.42353 -3.38017
C 2.68784 1.46803 -2.66862
C 0.62034 0.05142 1.39711
C 0.75980 -2.09547 2.70211
C 0.00978 1.22947 0.75250
H -4.01405 2.48504 -2.82588
C 4.06190 0.21657 -0.99744
O -1.74898 -1.84359 0.18318
H 1.02982 3.04889 2.34788
```

Computed properties:
Expectation value of S²: 0.7562
Charge: +2
2S+1: 2
Energy relative to the best compared isomer or geometry (same formula, charge and spin) in kcal per mole: 12.41
Molar mass in g mol⁻¹: 620.784
LUMO level (alpha / beta) in eV: -7.77 / -7.60